1.
Entry from the OMol25 dataset: C46H62Br4CsFN4O5SSe as an isolated structure at a distorted geometry (ωB97M-V/def2-TZVPD).

```
! wB97M-V def2-TZVPD RIJCOSX def2/J DEFGRID3
* xyz -2 1
Cs -0.6222 -1.7711 -0.6647
Br -5.1190 -2.7932 -6.1313
C -3.6388 -3.0504 -4.9779
C -2.4140 -3.4225 -5.4730
Br -2.1447 -3.6588 -7.3312
C -1.3456 -3.5876 -4.5936
Br 0.3566 -4.1448 -5.2251
C -1.4454 -3.3736 -3.2222
O -0.4524 -3.5429 -2.4136
C -2.7269 -2.9061 -2.7026
O -2.8527 -2.5919 -1.4603
C -3.7942 -2.8147 -3.6083
Br -5.4512 -2.2843 -2.8703
C 1.2523 -0.3552 -3.6613
C 0.7304 0.6983 -4.6323
C 1.4028 2.0380 -4.3528
C -0.7863 0.6928 -4.6619
C -1.3868 0.1712 -5.8002
C -2.7555 0.0343 -5.8959
C -3.5361 0.4302 -4.8257
C -2.9834 0.9568 -3.6652
C -3.9711 1.3267 -2.5611
C -3.6713 0.7216 -1.1955
C -4.2339 2.8279 -2.4632
C -1.5795 1.0817 -3.5648
N -0.9958 1.4297 -2.3370
C -0.8589 2.7188 -2.0865
C -1.0379 3.8077 -2.9912
C -0.8364 5.1245 -2.6264
C -0.4419 5.4869 -1.3494
C -0.2600 4.4538 -0.4205
C -0.4619 3.1574 -0.7760
F -0.2871 2.1832 0.1999
H 2.3431 -0.4256 -3.7042
H 0.8389 -1.3388 -3.8696
H 0.9768 -0.0595 -2.6505
H 1.0305 0.3979 -5.6518
H 1.2979 2.3310 -3.3101
H 0.9994 2.8491 -4.9570
H 2.4699 1.9514 -4.5738
H -0.7479 -0.1681 -6.6090
H -3.2068 -0.4346 -6.7624
H -4.6085 0.2806 -4.8584
H -4.9115 0.8632 -2.8924
H -2.7648 1.1453 -0.7719
H -3.5453 -0.3590 -1.2937
H -4.5020 0.9224 -0.5120
H -3.3770 3.3686 -2.0632
H -5.0853 3.0124 -1.8020
H -4.4613 3.2536 -3.4400
H -1.3535 3.5695 -3.9985
H -0.9994 5.8894 -3.3826
H -0.2888 6.5190 -1.0712
H 0.0226 4.6569 0.6029
O -2.2619 0.2543 1.7366
H -1.6964 0.8330 1.2053
H -2.8719 -0.0953 1.0736
O -1.3036 -4.2956 0.0921
H -0.9091 -4.2280 -0.8104
H -2.0975 -3.7521 -0.0747
C 5.5650 -0.7028 -2.2469
C 4.8443 0.5897 -1.9030
C 3.5959 0.3562 -1.1877
N 2.6012 0.2062 -0.6531
H 6.4826 -0.4845 -2.7904
H 4.9401 -1.3377 -2.8730
H 5.8194 -1.2653 -1.3503
H 4.5884 1.1494 -2.8085
H 5.4681 1.2470 -1.2888
C 2.7312 -5.2924 1.8609
C 1.7500 -5.2537 0.7075
S 1.7841 -3.7056 -0.2137
O 1.9939 -2.6069 0.7877
C 3.3321 -3.9021 -1.1069
C 3.1754 -4.7637 -2.3369
H 2.4477 -6.0833 2.5553
H 2.7211 -4.3428 2.3934
H 3.7480 -5.4953 1.5352
H 0.7174 -5.3462 1.0383
H 1.9221 -6.0485 -0.0149
H 4.1047 -4.2549 -0.4231
H 3.5772 -2.8734 -1.3791
H 3.0548 -5.8146 -2.0829
H 4.0637 -4.6813 -2.9605
H 2.3064 -4.4616 -2.9151
C 0.6219 -2.4110 6.9779
C 0.0196 -1.0291 7.1604
C -1.3583 -0.8927 6.5168
C -1.3271 -0.8252 4.9979
N -0.6996 0.3946 4.5216
C 0.4712 0.4705 3.8447
Se 1.6563 -0.8915 3.5382
N 0.6084 1.7540 3.4112
C 1.6520 2.2654 2.5393
C 2.6147 3.2258 3.2194
C 3.5561 2.6252 4.2614
C 2.9181 2.3210 5.6064
C -0.4915 2.4870 3.8018
C -0.8463 3.8052 3.5752
C -2.0808 4.2128 4.0555
C -2.9240 3.3372 4.7392
C -2.5652 2.0191 4.9740
C -1.3321 1.6162 4.4967
H 1.5878 -2.5015 7.4713
H 0.7851 -2.6323 5.9274
H -0.0327 -3.1764 7.3971
H 0.6924 -0.2771 6.7406
H -0.0602 -0.7970 8.2274
H -1.8772 -0.0104 6.9078
H -1.9785 -1.7503 6.7981
H -2.3270 -0.8440 4.5574
H -0.7650 -1.6520 4.5515
H 1.1367 2.7317 1.6890
H 2.1656 1.3812 2.1472
H 2.0642 4.0621 3.6658
H 3.2073 3.6702 2.4129
H 4.3820 3.3282 4.4135
H 4.0026 1.7132 3.8569
H 2.3112 3.1599 5.9533
H 3.6754 2.1317 6.3666
H 2.2868 1.4422 5.5630
H -0.2054 4.4717 3.0291
H -2.4030 5.2280 3.8759
H -3.8873 3.6875 5.0798
H -3.2265 1.3319 5.4775
*
```

**HOMO-LUMO gap**: 4.78 eV
**LUMO energy**: 3.340 eV
**Energy relative to the best compared isomer or geometry (same formula, charge and spin)**: 1.690 eV
**HOMO energy**: -1.44 eV
**E**: -424526.0512 eV

These are the Löwdin partial charges, in e, on atoms 1 to 99: 1.397, 0.653, -0.782, -0.789, 0.637, -0.637, 0.715, -0.482, -0.461, -0.474, -0.436, -0.638, 0.744, -0.073, -0.357, -0.066, -0.138, -0.049, -0.113, -0.064, -0.120, -0.361, -0.083, -0.058, -0.191, 0.087, -0.308, -0.072, -0.147, -0.158, -0.070, -0.191, -0.015, 0.065, 0.056, 0.016, 0.122, 0.067, 0.073, 0.062, 0.104, 0.074, 0.094, 0.100, 0.045, 0.045, 0.084, 0.062, 0.069, 0.076, 0.107, 0.088, 0.068, 0.085, -0.067, 0.009, 0.012, -0.255, -0.052, -0.023, -0.104, -0.228, -0.221, 0.221, 0.069, 0.071, 0.077, 0.111, 0.114, -0.132, -0.371, 0.798, -0.650, -0.383, -0.130, 0.069, 0.064, 0.060, 0.073, 0.084, 0.083, 0.067, 0.066, 0.070, 0.034, -0.123, -0.262, -0.188, -0.152, -0.023, -0.694, 0.734, -0.009, -0.152, -0.185, -0.258, -0.112, -0.147, -0.002

2.
Entry from the OMol25 dataset: a 3-piece molecular cluster, C2H9N4 overall at a distorted geometry (ωB97M-V/def2-TZVPD).

```
! wB97M-V def2-TZVPD RIJCOSX def2/J DEFGRID3
* xyz 1 3
C -0.5068 1.0793 0.3696
C -0.8900 -0.2955 0.2185
N 0.6409 1.4780 -0.0119
N -0.3349 -1.3855 0.3173
N -2.8639 -0.1086 -0.1532
N 2.2896 -0.5079 -0.0517
H -1.2987 1.7188 0.7499
H 0.8120 2.4778 0.0430
H -0.8300 -2.2525 0.1518
H 1.5672 -1.2282 0.1411
H -2.9223 0.6943 -0.7719
H -3.0877 -0.9464 -0.6816
H 1.6806 0.4410 -0.1297
H 2.7930 -0.7158 -0.9141
H 2.9512 -0.4486 0.7229
*
```

**HOMO-LUMO gap (alpha / beta)**: 7.41 / 7.75 eV
**LUMO energy (alpha / beta)**: -3.318 / -6.956 eV
**Energy relative to the best compared isomer or geometry (same formula, charge and spin)**: 0.720 eV
**HOMO energy (alpha / beta)**: -10.73 / -14.70 eV
**E**: -8168.9441 eV

Charges obtained by natural (NBO) population analysis, quoted in units of e: -0.067, 0.423, -0.718, -0.686, -0.463, -0.939, 0.213, 0.395, 0.420, 0.443, 0.347, 0.343, 0.437, 0.426, 0.426

3.
Entry from the OMol25 dataset: C45H47Cl2N2O2P2RhS2Si as an isolated structure at a distorted geometry (ωB97M-V/def2-TZVPD).

```
! wB97M-V def2-TZVPD RIJCOSX def2/J DEFGRID3
* xyz 0 1
Rh -0.1713 -0.1903 -0.1418
C -0.1208 3.1942 2.9931
C 0.0850 1.8153 2.4180
N -0.4239 1.5751 1.2456
N -1.1309 2.5708 0.6471
C -1.9757 2.2438 -0.2556
S -2.4273 0.6165 -0.6569
S -2.8860 3.4447 -1.1303
C -1.9806 5.0004 -0.7560
C -0.8495 5.1926 -1.7187
C 0.3762 4.5714 -1.4929
C 1.4137 4.7249 -2.3973
C 1.2362 5.4844 -3.5437
C 0.0180 6.1055 -3.7758
C -1.0196 5.9585 -2.8681
C 0.7801 0.8174 3.1987
C 0.9221 1.0012 4.5874
C 1.5673 0.0956 5.3921
C 2.1484 -1.0409 4.8187
C 2.0190 -1.2711 3.4765
C 1.3014 -0.3860 2.6231
O 1.1677 -0.7334 1.3968
H -0.0749 3.9102 2.1765
H 0.6319 3.4451 3.7331
H -1.1127 3.2636 3.4432
H -1.6487 4.9021 0.2747
H -2.7342 5.7808 -0.8475
H 0.5258 3.9669 -0.6087
H 2.3613 4.2468 -2.1940
H 2.0442 5.5850 -4.2565
H -0.1222 6.7086 -4.6634
H -1.9671 6.4534 -3.0454
H 0.4688 1.8656 5.0531
H 1.6185 0.2505 6.4608
H 2.6663 -1.7566 5.4447
H 2.4238 -2.1621 3.0133
C 3.8194 1.3380 -2.6426
Si 3.0853 0.4877 -1.0996
C 3.7057 -1.3102 -1.2274
C 4.0124 1.1347 0.4443
O 1.5240 0.7632 -1.0293
H 4.8935 1.4772 -2.5207
H 3.3659 2.3080 -2.8333
H 3.6520 0.7176 -3.5227
H 4.7966 -1.3281 -1.2492
H 3.3497 -1.8030 -2.1349
H 3.3796 -1.9107 -0.3754
H 5.0872 1.1722 0.2647
H 3.8275 0.4598 1.2812
H 3.6742 2.1309 0.7310
Cl -1.9072 -1.0345 2.1246
C -2.2416 -2.4765 3.1178
Cl -0.8321 -2.9917 4.0492
H -2.5228 -3.2883 2.4565
H -3.0347 -2.2192 3.8110
C -1.7244 -2.7768 -2.8937
P -0.4450 -1.8952 -1.8700
C 0.3516 -1.0409 -3.2874
C 0.0554 0.3184 -3.4147
C 0.5759 1.0719 -4.4517
C 1.3993 0.4727 -5.3921
C 1.6743 -0.8822 -5.2953
C 1.1542 -1.6368 -4.2548
C 0.6076 -3.2418 -1.2095
C 0.5295 -3.4060 0.1754
C 1.3202 -4.3303 0.8335
C 2.2066 -5.1152 0.1143
C 2.2670 -4.9894 -1.2642
C 1.4685 -4.0699 -1.9233
P -3.2170 -3.4608 -2.0053
C -4.0216 -4.3517 -3.3996
C -5.0042 -5.2848 -3.0646
C -5.7064 -5.9582 -4.0480
C -5.4468 -5.7039 -5.3881
C -4.4871 -4.7665 -5.7308
C -3.7841 -4.0877 -4.7448
C -2.4631 -4.9126 -1.1689
C -1.8090 -5.9328 -1.8531
C -1.2276 -6.9751 -1.1515
C -1.2997 -7.0109 0.2348
C -1.9759 -6.0156 0.9203
C -2.5591 -4.9736 0.2166
H -1.2093 -3.5413 -3.4813
H -2.1113 -2.0016 -3.5604
H -0.5986 0.7908 -2.6956
H 0.3476 2.1282 -4.5154
H 1.8161 1.0585 -6.2011
H 2.2987 -1.3633 -6.0375
H 1.3913 -2.6894 -4.2203
H -0.1674 -2.7975 0.7373
H 1.2568 -4.4276 1.9094
H 2.8443 -5.8281 0.6198
H 2.9497 -5.6058 -1.8340
H 1.5423 -4.0096 -2.9982
H -5.2132 -5.4826 -2.0193
H -6.4631 -6.6809 -3.7725
H -5.9946 -6.2298 -6.1585
H -4.2846 -4.5579 -6.7733
H -3.0509 -3.3486 -5.0402
H -1.7672 -5.9195 -2.9362
H -0.7180 -7.7662 -1.6861
H -0.8351 -7.8228 0.7784
H -2.0474 -6.0524 1.9999
H -3.1086 -4.1939 0.7315
*
```

**HOMO-LUMO gap (alpha / beta)**: 6.06 / 5.85 eV
**LUMO energy (alpha / beta)**: -1.354 / -1.532 eV
**Energy relative to the best compared isomer or geometry (same formula, charge and spin)**: 2.673 eV
**HOMO energy (alpha / beta)**: -7.42 / -7.38 eV
**E**: -130682.7068 eV

These are the Löwdin partial charges, in e, on atoms 1 to 99: 0.785, -0.015, -0.240, -0.054, -0.080, -1.097, 0.537, 0.912, -0.389, -0.304, -0.038, -0.074, -0.092, -0.087, -0.053, -0.128, -0.049, -0.103, -0.100, -0.054, -0.395, -0.213, 0.068, 0.077, 0.101, 0.068, 0.076, 0.099, 0.092, 0.101, 0.101, 0.111, 0.103, 0.096, 0.105, 0.108, -0.148, 0.275, -0.159, -0.164, -0.402, 0.026, 0.000, 0.011, 0.031, 0.008, 0.019, 0.021, 0.012, 0.019, 0.595, -0.937, 0.579, -0.013, 0.031, -0.486, 0.989, -0.359, -0.125, -0.062, -0.084, -0.084, -0.089, -0.347, -0.131, -0.073, -0.072, -0.077, -0.096, 1.037, -0.399, -0.109, -0.083, -0.090, -0.085, -0.098, -0.408, -0.088, -0.071, -0.080, -0.084, -0.126, 0.063, 0.050, 0.044, 0.109, 0.107, 0.105, 0.079, 0.046, 0.098, 0.106, 0.106, 0.082, 0.105, 0.104, 0.102, 0.103, 0.091

4.
Entry from the OMol25 dataset: an isolated ion of composition C5H13NS and charge +1 at a distorted geometry (ωB97M-V/def2-TZVPD).

```
! wB97M-V def2-TZVPD RIJCOSX def2/J DEFGRID3
* xyz 1 2
C -1.2242 0.6504 1.2553
C -1.9625 0.9880 -0.0546
S -1.4691 0.0549 -1.5425
C 0.2597 0.4766 0.9215
N 0.6979 -0.8815 0.5991
C 2.0253 -0.9330 -0.0781
C 3.2194 -0.3478 0.7171
H -1.2889 1.4089 2.0530
H -1.6288 -0.2304 1.7635
H -1.5313 1.9487 -0.3693
H -3.0502 0.9360 -0.0019
H -2.2944 -1.0130 -1.5316
H 0.6450 0.8130 1.9026
H 0.6838 1.1609 0.1886
H 0.0249 -1.2638 -0.0879
H 1.9249 -0.4200 -1.0371
H 2.1555 -1.9576 -0.4352
H 3.5082 -0.8490 1.6257
H 2.9272 0.6909 0.7986
H 4.0491 -0.4688 0.0355
*
```

**HOMO-LUMO gap (alpha / beta)**: 11.20 / 5.65 eV
**LUMO energy (alpha / beta)**: -2.603 / -7.934 eV
**Energy relative to the best compared isomer or geometry (same formula, charge and spin)**: 0.835 eV
**HOMO energy (alpha / beta)**: -13.81 / -13.59 eV
**E**: -17711.9609 eV

Charges obtained by natural (NBO) population analysis, quoted in units of e: -0.430, -0.514, 0.014, -0.308, -0.154, -0.273, -0.621, 0.251, 0.238, 0.231, 0.263, 0.154, 0.274, 0.253, 0.417, 0.258, 0.239, 0.246, 0.214, 0.248